Density functional theory data (ωB97M-V/def2-TZVPD) for a molecular structure, C13H27B3F3O13Tl2 in a non-equilibrium geometry.

Calculated values
* gap between HOMO and LUMO: 1.37 eV
* HOMO energy: -10.8 eV
* spin multiplicity: 1
* net charge: +1

Structure (XYZ):
```
61
Properties=species:S:1:pos:R:3:forces:R:3:nbo_charge:R:1
Tl -2.398194 1.478343 4.510492 -0.05 -0.10 -0.15 0.9971
Tl -6.340903 -0.222299 -3.218959 0.11 -0.11 0.01 0.9959
B -4.202482 -3.050387 -6.669262 -0.97 0.51 -0.10 -0.5545
H -4.455193 -2.123201 -7.159877 -1.29 4.31 -0.87 0.0422
H -5.082627 -3.467910 -6.205281 -4.27 -1.94 0.61 0.0311
H -3.783521 -3.806976 -7.314456 2.04 -4.04 -1.61 0.1154
H -3.457464 -2.852941 -5.914151 4.43 1.31 2.20 0.0804
B -1.634838 -0.509101 -0.467296 0.08 0.65 0.13 -0.5778
H -0.626748 -0.186160 -0.258204 4.10 2.03 -0.24 0.0576
H -2.281546 0.343240 -0.327640 -2.43 3.51 1.42 0.0307
H -1.623114 -1.011590 -1.422091 0.70 -2.79 -3.65 0.0817
H -1.956031 -1.261500 0.236238 -2.57 -3.39 2.36 0.0736
B -7.253504 0.141662 2.221853 -0.63 -0.03 -0.22 -0.6023
H -6.741516 -0.333455 3.044271 3.15 -2.47 2.77 0.0582
H -8.201629 0.543390 2.544230 -3.86 2.29 0.25 0.0462
H -6.574694 0.897304 1.857897 2.84 4.02 -0.47 0.0385
H -7.452440 -0.579021 1.443857 -1.29 -3.73 -2.42 0.0235
C -5.763891 7.866391 -0.247175 0.45 -0.06 0.49 -0.7545
C -5.081909 6.501788 -0.063995 -0.67 1.16 0.21 0.7610
O -4.473504 6.155213 1.014694 -0.90 -0.01 -2.13 -0.4072
O -5.143326 5.683363 -1.019009 0.63 -0.12 1.34 -0.3822
H -6.841440 7.864880 -0.082917 0.01 -0.58 0.08 0.2584
H -5.618775 8.297951 -1.237527 0.24 -0.40 -0.15 0.2553
H -5.372518 8.597636 0.460088 0.24 -0.12 0.19 0.2510
C -0.914827 -5.784679 7.375733 0.54 1.53 -0.49 -0.7531
C -1.136944 -4.563986 6.396440 -0.76 -3.02 2.50 0.7635
O -0.287842 -3.757423 6.019649 0.17 0.60 -0.44 -0.3768
O -2.294137 -4.394333 5.934828 0.27 0.70 -0.49 -0.3254
H -0.626872 -6.649939 6.778651 -0.15 0.00 0.14 0.2578
H -1.720066 -5.989820 8.081155 -0.76 0.03 -0.80 0.2609
H -0.143749 -5.567229 8.114826 0.67 0.24 -0.47 0.2538
C 7.320058 -0.405025 2.888633 0.64 0.36 0.00 -0.1290
C 6.993506 -1.064773 4.211299 0.88 0.84 -2.25 0.4334
O 5.716148 -0.428547 4.486584 2.51 -5.30 5.88 -0.4704
C 5.295280 0.288362 3.559390 -2.93 5.12 -1.67 0.9703
O 4.283790 0.971520 3.618024 1.04 -1.50 -0.44 -0.6118
O 6.210811 0.406676 2.647561 0.30 0.67 -3.51 -0.4664
F 8.078305 -0.753061 4.993736 -1.38 -0.12 1.16 -0.3239
H 7.542930 -1.125693 2.101837 -0.33 0.23 -0.20 0.2036
H 8.168188 0.262229 3.042108 0.14 -0.19 -0.17 0.2169
H 7.008472 -2.138515 4.024351 -0.91 -0.11 1.21 0.1774
C 1.960223 6.047290 -1.735046 0.23 2.05 0.78 -0.1401
C 1.122484 5.432131 -2.810263 0.36 0.07 0.93 0.4428
O 1.997425 4.505187 -3.338334 0.02 -1.45 -0.73 -0.4808
C 3.109497 4.369427 -2.584877 3.40 -1.81 -0.49 0.9637
O 4.071407 3.652842 -2.842200 -3.01 1.76 0.56 -0.5589
O 3.052057 5.179946 -1.513701 -0.41 -0.37 0.00 -0.4642
F 0.835616 6.324394 -3.772162 -0.53 0.42 -0.39 -0.3223
H 1.409521 6.308989 -0.831533 0.19 -0.49 0.15 0.2027
H 2.369902 6.982851 -2.115815 -0.05 0.17 -0.11 0.2066
H 0.213356 5.013381 -2.378731 -0.21 -0.36 -0.69 0.1504
C 2.281875 -4.750859 -3.478728 -0.59 0.91 -1.77 -0.1487
C 3.570531 -3.977231 -3.133024 -1.03 -1.46 -0.73 0.4475
O 4.496406 -4.660813 -3.905090 1.85 1.04 -1.29 -0.4869
C 4.078302 -5.836424 -4.360699 0.98 -3.59 -0.96 0.9708
O 4.776922 -6.769010 -4.777207 -2.13 3.40 1.13 -0.5674
O 2.734843 -5.889632 -4.235958 -0.15 -0.01 0.59 -0.4781
F 3.995563 -4.200460 -1.913491 0.27 0.15 3.10 -0.3273
H 1.770074 -4.071658 -4.160532 -0.15 -0.11 -0.46 0.1888
H 1.471507 -5.031306 -2.805862 0.88 -0.16 0.76 0.2281
H 3.551245 -2.901433 -3.307326 0.07 -0.15 -0.34 0.1733
```
Forces are in eV/Å.

---

Density functional theory data (ωB97M-V/def2-TZVPD) for 2 unconnected molecules or ions with the total composition C21H23F3NO in a non-equilibrium geometry.

Calculated values
* gap between HOMO and LUMO: 4.53 eV
* HOMO energy: -10.9 eV
* spin multiplicity: 1
* net charge: +1

Structure (XYZ):
```
49
Properties=species:S:1:pos:R:3:forces:R:3:nbo_charge:R:1
C 2.183835 -1.220955 0.960429 0.18 -0.39 -0.14 -0.6448
C 1.261504 -0.086602 1.273555 -1.15 -0.21 0.62 -0.0170
C 1.814851 1.300879 1.271355 0.37 0.16 -0.01 -0.6629
C 0.001509 -0.376680 1.737256 1.08 0.27 -0.42 0.0363
N -0.946516 0.561611 2.109951 -0.01 -0.04 -0.03 -0.4416
C -2.011644 0.039364 2.983991 -0.07 0.18 -0.60 -0.2423
C -2.870855 1.191651 3.480449 -0.29 0.05 -0.10 -0.0819
O -3.368823 1.965426 2.380991 0.94 0.01 0.21 -0.5162
C -2.289634 2.564605 1.657757 -0.37 -0.02 -0.03 -0.0821
C -1.377097 1.500163 1.066827 -0.31 -0.22 0.16 -0.2325
H 3.182914 -0.872357 0.671897 -0.23 -0.09 0.11 0.2255
H 2.289548 -1.915982 1.810700 0.01 0.28 -0.26 0.2453
H 1.785343 -1.818516 0.132061 0.22 0.01 0.17 0.2001
H 2.901691 1.268761 1.443257 -0.33 0.02 -0.03 0.2323
H 1.674553 1.788489 0.294209 0.06 0.11 0.19 0.2070
H 1.369582 1.925097 2.055553 -0.04 -0.10 -0.24 0.2392
H -0.283244 -1.427937 1.878071 0.11 0.23 0.04 0.1930
H -2.645320 -0.673818 2.426516 0.09 0.07 0.14 0.1798
H -1.535541 -0.476796 3.822376 -0.14 0.06 -0.09 0.2214
H -3.773901 0.805929 3.974221 0.44 0.14 0.06 0.2132
H -2.272969 1.815005 4.175420 -0.37 -0.10 -0.28 0.1799
H -2.777051 3.126406 0.846695 0.33 0.00 0.31 0.2041
H -1.692490 3.241533 2.301874 -0.38 -0.21 -0.16 0.1804
H -0.496197 1.960765 0.609590 -0.17 0.02 0.15 0.2068
H -1.929109 0.952334 0.273049 0.11 0.17 0.35 0.1623
F 4.595806 -0.943504 -2.673596 -1.39 1.11 -0.17 -0.3030
C 3.551641 -0.043923 -2.633289 0.79 -0.98 0.17 0.4027
C 3.848152 1.303741 -2.827544 -0.70 0.00 0.18 -0.2326
C 2.776026 2.190784 -2.710832 0.18 1.16 -0.28 0.4034
F 2.999953 3.526212 -2.956883 -0.25 -1.69 0.35 -0.3006
C 1.505245 1.790131 -2.342637 -0.27 -0.45 0.27 -0.1958
C 1.230320 0.400519 -2.108341 1.05 0.63 -0.27 -0.1408
C -0.064424 0.079789 -1.630598 -0.34 -0.23 -0.86 0.1454
C -0.731480 -1.177525 -1.518645 -0.66 -0.79 0.44 -0.1550
C -2.162278 -1.152072 -1.478631 0.50 0.28 -0.06 -0.1160
C -2.907223 -2.307905 -1.315362 -0.05 -0.07 -0.11 -0.2035
C -2.277138 -3.549961 -1.150191 0.05 0.53 0.02 -0.1745
C -0.887891 -3.573252 -1.173873 0.81 -0.80 0.36 0.3923
F -0.250005 -4.770589 -0.932139 -0.70 1.38 -0.43 -0.3096
C -0.104755 -2.446687 -1.370725 -0.18 0.01 -0.21 -0.1972
C 2.279579 -0.525759 -2.356829 0.14 0.19 0.19 -0.1913
H 4.849884 1.648947 -3.055481 -0.09 -0.07 -0.01 0.2789
H 0.691385 2.511056 -2.243793 0.41 -0.06 0.01 0.2503
H -0.723884 0.952477 -1.559363 0.20 -0.37 0.11 0.2289
H -2.658485 -0.184078 -1.603311 0.08 -0.42 0.12 0.2288
H -3.996249 -2.246631 -1.306658 0.34 -0.05 0.00 0.2489
H -2.844074 -4.463780 -0.986927 0.17 0.18 -0.05 0.2611
H 0.974211 -2.561715 -1.378658 -0.48 -0.17 0.08 0.2316
H 2.110748 -1.594654 -2.323742 0.30 0.28 0.01 0.2422
```
Forces are in eV/Å.

---

Density functional theory data (ωB97M-V/def2-TZVPD) for a molecular structure, C46H48BBrF3N6O3Ru in a non-equilibrium geometry.

Calculated values
* gap between HOMO and LUMO (spin up / spin down): 7.42 / 6.49 eV
* HOMO energy (spin up / spin down): -8.2 / -8.2 eV
* spin multiplicity: 2
* net charge: 0

Structure (XYZ):
```
109
Properties=species:S:1:pos:R:3:forces:R:3:lowdin_spin:R:1
Ru 0.901152 -0.036584 0.354910 1.84 0.73 5.11 0.7868
C 5.942923 1.450240 1.616161 -0.15 -0.06 0.12 0.0027
C 4.899271 0.663856 0.896321 0.30 -0.08 -0.17 0.0162
C 5.089212 -0.331120 -0.038337 0.08 -0.08 -0.07 0.0059
C 3.820340 -0.758196 -0.436895 -0.02 0.36 0.08 0.0138
N 2.914692 -0.008048 0.241530 0.27 -0.20 -0.62 0.0024
N 3.584019 0.838036 1.046844 0.33 0.00 0.17 -0.0013
B 2.891274 1.692286 2.124199 -0.08 -0.29 -0.10 -0.0003
N 2.019381 2.740102 1.452576 -0.32 0.19 -0.09 -0.0011
N 0.970148 2.359027 0.687423 -0.14 -1.12 -0.79 -0.0018
C 0.501747 3.464433 0.086623 0.35 0.09 0.16 0.0016
C 1.256091 4.568351 0.515519 -0.28 -0.01 -0.22 0.0007
C 2.202255 4.067334 1.380560 0.09 0.12 -0.02 0.0015
C 3.268655 4.798740 2.130281 -0.08 -0.14 -0.02 0.0002
C -0.614426 3.553238 -0.869271 -0.06 -0.12 0.05 0.0001
C -0.509992 4.411334 -1.963716 0.07 -0.02 -0.11 0.0000
C -1.584332 4.593578 -2.821275 0.10 -0.02 0.05 0.0002
C -2.774802 3.914488 -2.597441 0.00 -0.03 0.02 0.0001
C -2.875954 3.039936 -1.524557 0.07 0.01 -0.03 0.0000
C -1.798737 2.859141 -0.665751 -0.08 0.07 0.03 -0.0002
N 2.026566 0.798020 3.006725 0.09 0.03 0.28 -0.0009
N 1.071455 -0.041110 2.548227 -0.41 -0.18 -1.11 -0.0109
C 0.592646 -0.728302 3.598243 -0.07 0.04 0.13 -0.0005
C 1.269269 -0.289090 4.748272 -0.05 -0.07 0.01 -0.0001
C 2.160441 0.668665 4.335669 -0.16 -0.08 0.21 0.0003
C 3.089540 1.477425 5.180359 0.04 -0.05 -0.22 0.0000
C -0.427801 -1.810268 3.651463 -0.06 0.06 -0.14 -0.0001
C -0.804492 -2.606967 2.572258 -0.10 -0.02 0.13 -0.0006
C -1.616415 -3.718911 2.753696 -0.04 0.06 -0.01 -0.0001
C -2.118248 -4.031414 4.004371 0.00 -0.01 0.02 0.0001
C -1.822980 -3.199252 5.075443 0.05 0.01 0.02 0.0000
C -0.988710 -2.108288 4.900177 0.01 0.04 0.02 0.0001
C 3.569706 -1.848722 -1.414971 -0.13 0.01 0.08 0.0004
C 4.678755 -2.518483 -1.942604 0.06 0.01 0.02 0.0025
C 4.536181 -3.557511 -2.847590 0.01 0.05 0.01 -0.0001
C 3.273689 -3.967444 -3.247292 -0.02 -0.04 -0.03 0.0032
C 2.160957 -3.327891 -2.726669 0.03 0.08 0.00 -0.0004
C 2.307895 -2.282965 -1.826504 0.15 -0.09 -0.12 0.0030
H 6.922713 1.193425 1.219776 0.00 0.02 -0.01 -0.0001
H 5.779972 2.521499 1.497611 0.06 -0.01 0.01 0.0007
H 5.931109 1.223385 2.683723 0.03 0.03 -0.02 0.0008
H 6.043259 -0.706250 -0.365255 -0.04 0.05 0.02 0.0001
H 3.730599 2.217152 2.783705 -0.04 0.05 -0.01 0.0000
H 1.089605 5.595430 0.231276 0.04 -0.04 0.09 0.0000
H 3.152659 5.869328 1.972774 0.01 -0.02 -0.02 0.0000
H 3.203734 4.598215 3.200420 0.05 0.01 -0.03 0.0001
H 4.259755 4.499414 1.785626 0.00 0.05 0.06 0.0001
H 0.433370 4.908246 -2.162606 -0.07 0.06 0.07 0.0000
H -1.489194 5.265708 -3.664489 0.00 -0.01 -0.01 0.0000
H -3.617653 4.066374 -3.260930 0.01 -0.02 0.03 0.0000
H -3.796241 2.494430 -1.357242 0.02 0.03 0.00 0.0000
H -1.867529 2.199846 0.187043 -0.05 0.05 0.02 -0.0002
H 1.161519 -0.655091 5.754496 -0.03 0.01 -0.05 -0.0001
H 2.928512 1.227667 6.226464 0.01 -0.01 0.01 0.0000
H 4.131066 1.274797 4.927502 0.00 0.03 0.04 0.0000
H 2.907989 2.544229 5.044133 0.04 0.00 0.05 0.0000
H -0.450622 -2.383594 1.586482 0.07 -0.04 -0.06 -0.0005
H -1.854869 -4.341915 1.899964 0.01 0.03 0.01 0.0000
H -2.736286 -4.909212 4.145471 -0.01 0.03 0.00 0.0000
H -2.226865 -3.410913 6.057827 0.00 0.02 -0.02 0.0000
H -0.775385 -1.475041 5.751296 0.01 -0.03 -0.02 0.0000
H 5.677637 -2.241988 -1.633184 -0.05 0.00 -0.04 0.0002
H 5.416725 -4.050536 -3.239423 0.00 0.01 0.03 -0.0001
H 3.159061 -4.783396 -3.950469 0.01 0.02 0.03 0.0002
H 1.164597 -3.642309 -3.013762 0.03 0.01 0.03 -0.0001
H 1.417975 -1.838843 -1.431514 -0.16 0.06 0.08 0.0003
C -2.103856 0.175959 -5.826674 0.04 0.00 0.12 0.0001
C -3.153326 -0.163681 -4.767452 -0.29 -0.16 0.07 0.0020
C -3.727065 -1.556771 -5.085481 0.02 0.11 -0.04 0.0013
C -4.268071 0.889227 -4.857372 0.05 -0.07 -0.05 0.0004
C -2.579227 -0.192775 -3.355010 -0.13 -0.22 -0.17 0.0148
C -1.219926 -0.143454 -3.123573 -2.27 -0.87 -0.61 -0.0008
C -0.800696 -0.170764 -1.817584 -0.48 0.96 -0.42 0.0316
Br 0.843537 0.777637 -2.040385 1.43 -0.21 0.95 0.0033
C -1.622282 -0.196593 -0.651954 0.20 -0.18 -1.68 -0.0051
O -1.054527 -0.138015 0.532515 0.15 0.27 -0.01 0.1141
C -3.023410 -0.252752 -0.908326 0.41 -0.22 0.21 0.0110
C -3.427684 -0.272314 -2.234689 0.04 0.03 -0.26 -0.0067
C -4.035623 -0.295368 0.242499 -0.04 -0.17 0.17 0.0014
C -3.867179 -1.625958 0.986503 -0.04 -0.06 -0.03 0.0011
C -5.481882 -0.211328 -0.251268 0.09 -0.02 -0.04 0.0000
C -3.814549 0.841901 1.254212 -0.01 -0.05 -0.08 0.0005
H -2.587813 0.210519 -6.804185 0.04 0.00 0.00 0.0000
H -1.313826 -0.577523 -5.873368 -0.01 0.04 -0.02 0.0000
H -1.651179 1.153518 -5.638700 0.02 -0.05 -0.01 0.0000
H -4.036083 -1.601576 -6.133214 -0.08 -0.04 0.05 0.0003
H -4.589140 -1.783476 -4.454157 0.03 -0.01 -0.03 0.0000
H -2.972006 -2.327556 -4.917752 -0.01 0.01 -0.02 0.0000
H -4.673874 0.907268 -5.871951 -0.03 0.03 0.04 0.0000
H -3.873443 1.880665 -4.621540 -0.03 -0.03 -0.01 0.0000
H -5.088383 0.672434 -4.171392 0.01 0.04 -0.04 0.0000
H -0.495612 -0.062637 -3.921191 -0.24 0.02 -0.01 -0.0003
H -4.489192 -0.344302 -2.428882 0.02 0.07 0.02 -0.0006
H -4.060894 -2.473314 0.322650 0.06 0.03 0.01 0.0001
H -4.567209 -1.687074 1.824685 0.01 0.03 -0.03 0.0001
H -2.861327 -1.710404 1.386639 0.04 -0.06 0.01 0.0001
H -5.739777 -1.078157 -0.864899 -0.05 0.09 -0.03 0.0000
H -5.672462 0.704374 -0.818656 -0.02 -0.05 0.00 0.0000
H -6.145493 -0.213912 0.614590 -0.01 0.01 -0.01 0.0000
H -2.821876 0.784183 1.695255 0.02 0.06 0.01 -0.0001
H -4.544228 0.741457 2.060945 -0.01 0.03 -0.03 0.0000
H -3.952141 1.820686 0.790807 -0.03 -0.01 0.07 0.0000
F 1.490017 -4.752775 1.203430 0.05 0.00 0.03 0.0002
C 2.407308 -4.099384 1.932422 -0.25 -0.13 -0.08 -0.0009
F 2.163981 -4.384598 3.222410 0.03 0.10 0.00 -0.0002
F 3.603919 -4.623138 1.624582 0.03 0.14 -0.01 -0.0002
C 2.382755 -2.556803 1.698671 -0.01 0.29 -0.06 0.0002
O 3.216024 -1.902641 2.300857 -0.29 -0.26 -0.26 0.0036
O 1.449095 -2.208473 0.884295 -0.11 0.87 -0.79 0.0043
```
Forces are in eV/Å.

---

Density functional theory data (ωB97M-V/def2-TZVPD) for a molecular structure, C4H16InN8O4 in a non-equilibrium geometry.

Calculated values
* gap between HOMO and LUMO: 3.41 eV
* HOMO energy: -19.3 eV
* spin multiplicity: 1
* net charge: +3

Structure (XYZ):
```
33
Properties=species:S:1:pos:R:3:forces:R:3:nbo_charge:R:1
In -3.739645 27.955251 -17.598750 1.58 -0.39 1.33 1.6013
C -1.068730 25.304066 -16.500390 2.54 -0.50 0.79 0.7664
O -2.002969 26.099601 -16.234838 -1.58 0.42 -0.71 -0.5628
N -0.787248 24.250056 -15.703457 -1.10 0.72 -0.72 -0.7308
N -0.078258 25.586155 -17.372029 -0.47 1.03 -0.95 -0.7986
H 0.106051 23.814808 -15.854876 -0.04 -0.47 0.46 0.4313
H -1.469385 23.919726 -15.039554 0.24 -0.16 0.08 0.4402
H 0.706068 25.005159 -17.621999 -0.22 -0.51 0.26 0.4385
H -0.169393 26.386420 -17.976653 -0.17 0.01 0.15 0.4060
C -1.544694 31.033398 -18.676066 1.09 0.64 -0.87 0.7825
O -2.555104 30.337130 -18.412959 -1.42 -1.02 0.68 -0.6520
N -1.653612 32.382654 -18.685291 -0.67 -0.93 0.33 -0.7730
N -0.330843 30.557511 -19.003440 -1.07 0.57 0.57 -0.7796
H -2.573977 32.773365 -18.554535 0.14 0.22 -0.03 0.4378
H -0.847058 32.982054 -18.739055 -0.07 0.14 -0.02 0.4307
H -0.165043 29.571526 -19.059084 0.34 0.09 -0.15 0.4213
H 0.298500 31.289322 -19.284685 0.74 -0.70 -0.31 0.4290
C -0.608182 29.363947 -15.329007 1.24 -0.19 2.09 0.7778
O -1.291340 28.810964 -16.216360 -0.74 -0.08 -0.98 -0.6358
N -0.908596 30.519647 -14.689261 -0.69 0.44 -1.35 -0.7796
N 0.497275 28.730245 -14.853675 -1.62 0.26 -1.33 -0.7604
H -1.488512 31.123834 -15.262281 -0.20 0.01 0.45 0.4072
H -0.151735 31.031976 -14.259722 0.03 -0.12 0.20 0.4225
H 0.711244 27.919890 -15.412231 0.75 -0.21 0.75 0.4201
H 0.990757 29.122529 -14.070311 0.58 -0.37 -0.14 0.4393
C -6.292673 25.991241 -15.609872 -0.81 1.65 1.70 0.7657
O -5.473893 25.972594 -16.577497 1.24 0.21 -0.59 -0.5952
N -6.279335 25.085327 -14.610763 0.94 0.19 -2.16 -0.6945
N -7.116297 27.035549 -15.425053 -0.50 0.61 -0.93 -0.7821
H -7.100747 25.030015 -14.027773 0.14 -0.63 0.22 0.4452
H -5.638547 24.333478 -14.840986 -0.49 -0.50 0.85 0.4355
H -7.210397 27.691841 -16.186656 0.05 -0.16 -0.09 0.4088
H -7.980681 26.986129 -14.902672 0.23 -0.27 0.40 0.4372
```
Forces are in eV/Å.

---

> net charge of number 3 (C46H48BBrF3N6O3Ru)?

0

---

> Look up the net charge of the fourth one.

+3

---

> Which value of spin multiplicity does entry 4 give?

1